C25H29Br2N3O15P2 | ωB97M-V/def2-TZVPD

Results
- SMILES: CC(=O)OCC[C@@]1(P(N)O)[C@](Br)(CC=O)NC(=O)[C@@]1(N(C)C(C)=O)P(O)Br.O=C1C=C(O)C(=O)C=C1O.O=C1C=C(O)C(=O)C=C1O
- Frontier orbital gap: 7.14 eV
- 2S+1: 1
- LUMO level: -0.0580 hartree
- Maximum force: 1.2 eV/A

Positions of all 76 atoms, in Å:
C (5.05776, -1.89442, 3.82029)
C (4.72072, -2.17319, 2.39008)
O (4.69144, -3.27375, 1.88541)
O (4.45476, -1.03440, 1.70430)
C (3.53357, -1.14570, 0.61587)
C (2.09152, -0.90607, 1.10399)
C (1.25457, 0.13590, 0.34574)
P (1.28106, -0.62475, -1.42690)
N (-0.02382, 0.07024, -2.26713)
O (0.68210, -2.13122, -1.11784)
C (-0.19756, 0.23813, 0.89389)
Br (-0.32608, 0.10348, 2.89423)
C (-1.16707, -0.86269, 0.44812)
C (-2.56243, -0.63997, 0.99067)
O (-3.37956, 0.04657, 0.41280)
N (-0.64382, 1.51960, 0.38494)
C (0.40825, 2.33099, -0.03341)
O (0.27762, 3.41302, -0.56207)
C (1.73452, 1.63634, 0.32044)
N (2.95571, 1.95482, -0.45819)
C (3.55307, 3.29793, -0.28397)
C (2.93593, 1.79126, -1.89773)
C (4.22727, 1.29760, -2.49182)
O (2.00925, 2.15410, -2.58873)
P (2.07523, 2.67961, 1.94520)
O (0.57363, 2.86992, 2.54771)
Br (3.07477, 1.38356, 3.46969)
H (5.57118, -2.75710, 4.23748)
H (4.14776, -1.68566, 4.38057)
H (5.70419, -1.02009, 3.89204)
H (3.83750, -0.41182, -0.12253)
H (3.62861, -2.12393, 0.14681)
H (2.16131, -0.65863, 2.15664)
H (1.56214, -1.85916, 1.06633)
H (0.30656, 0.44945, -3.14746)
H (-0.78715, -0.57432, -2.42531)
H (1.22200, -2.75601, -1.61271)
H (-1.27728, -0.89078, -0.62425)
H (-0.81393, -1.81360, 0.84720)
H (-2.84151, -1.15491, 1.92138)
H (-1.30736, 1.99860, 0.98041)
H (2.81082, 4.09408, -0.26038)
H (4.18291, 3.49212, -1.15443)
H (4.21798, 3.33822, 0.57659)
H (4.00734, 0.74241, -3.39703)
H (4.82118, 0.72670, -1.78631)
H (4.81949, 2.17345, -2.77405)
H (0.49706, 3.79379, 2.81891)
C (-3.01902, 4.09618, -3.98014)
C (-2.09424, 3.13083, -3.82528)
C (-1.53090, 2.37640, -5.01228)
O (-0.68935, 1.52289, -4.79715)
C (-2.02123, 2.69757, -6.33743)
C (-2.94324, 3.65910, -6.47899)
C (-3.49295, 4.42699, -5.30126)
O (-4.31684, 5.28996, -5.55308)
O (-3.45440, 4.02685, -7.64334)
O (-1.61970, 2.78308, -2.65010)
H (-3.42637, 4.64290, -3.14199)
H (-1.62203, 2.14469, -7.17577)
H (-4.08952, 4.74221, -7.44001)
H (-0.96096, 2.06683, -2.77633)
C (-5.03389, -4.38733, 2.89928)
C (-3.79140, -4.22795, 2.42602)
C (-2.57064, -4.33218, 3.30743)
O (-1.49090, -4.17243, 2.76646)
C (-2.75285, -4.60044, 4.71804)
C (-3.99559, -4.76159, 5.19448)
C (-5.21645, -4.67403, 4.30899)
O (-6.29514, -4.85026, 4.84185)
O (-4.27001, -5.00893, 6.46471)
O (-3.50610, -3.96078, 1.16003)
H (-5.91239, -4.31237, 2.27452)
H (-1.87435, -4.66081, 5.34442)
H (-5.24262, -5.08184, 6.52398)
H (-2.53006, -3.91530, 1.11748)

Forces on the atoms, in the same order (eV/Å):
0.5106 0.0089 -0.0136
0.0664 -0.6694 -0.5819
-0.2040 0.6831 0.3789
-0.2668 -0.1314 0.3553
-0.0596 0.0580 -0.6147
0.3259 -0.2141 0.3077
-0.0208 -0.6645 0.1480
0.3838 0.6817 -0.2205
0.3868 -0.0015 -0.0360
0.1131 -0.0954 -0.0650
-0.1964 0.3519 -1.0987
0.0631 -0.0306 0.1594
-0.2609 -0.2180 0.7951
-0.8102 0.6085 -0.5501
0.5762 -0.4444 0.4198
0.6533 -0.0844 0.9433
-0.1096 0.4870 -0.8249
0.1757 -0.4520 0.8215
-0.2430 0.0755 0.1627
-0.4618 -0.4064 -0.2183
0.6105 0.0976 -0.2150
-0.7076 0.3581 -0.3030
0.1582 0.3321 0.0350
0.2975 -0.6595 0.3948
0.1711 0.0948 0.0986
-0.0681 0.1822 0.0948
-0.0162 0.0365 -0.0048
-0.1205 -0.0034 0.0582
-0.0787 -0.0217 -0.0269
-0.0743 0.0517 -0.0078
0.0791 0.1682 0.1374
0.0898 -0.0603 0.1165
-0.0901 0.1793 0.0106
-0.1051 0.0797 0.0253
-0.1316 0.0136 -0.1595
-0.0833 0.1097 -0.1145
0.0013 -0.1635 0.0899
0.1036 0.0430 -0.0093
0.0892 -0.0724 -0.2132
0.0668 -0.0409 0.1134
-0.4311 0.0425 -0.4853
-0.0541 -0.0074 0.0706
-0.0065 -0.0300 0.0339
-0.1232 0.0592 0.0654
0.0168 -0.0969 -0.0206
-0.0567 -0.1643 0.0111
-0.0340 -0.0800 -0.0966
-0.1017 -0.0269 0.0385
-0.1004 0.0946 -0.0289
-0.0494 0.1103 0.0364
-0.0594 0.0262 -0.2375
0.0147 -0.0524 0.1138
0.0804 -0.0760 0.0067
0.0488 -0.0675 -0.1167
0.0479 -0.0083 0.2828
-0.0499 0.0229 -0.0938
0.0250 -0.0275 -0.0390
0.0186 -0.1824 -0.1871
0.0295 -0.0175 0.0323
-0.0013 0.0132 -0.0095
-0.0321 0.0466 0.0555
-0.0367 0.1114 0.2282
-0.1410 -0.0155 0.0385
-0.0820 0.0263 -0.0663
0.0210 -0.0256 0.3262
0.0349 0.0522 -0.1186
0.1631 0.0114 -0.0515
0.0995 -0.0043 0.0713
-0.0196 0.0589 -0.2985
-0.0326 -0.0166 0.1211
0.0348 -0.0056 0.0127
-0.0415 0.0081 -0.0517
0.0126 0.0026 -0.0187
-0.0145 -0.0116 0.0209
-0.0633 0.0002 -0.0284
0.0700 -0.0376 -0.0054